[1]
{
  "formula": "C29H42BrClN2O15",
  "method": "ωB97M-V with the def2-TZVPD basis set",
  "spin_multiplicity": 1,
  "orbital_gap_ev": 8.650,
  "smiles": "CC(C)=Nc1cc(Cl)c2c(c1CC(=O)Br)C(=O)NC2=O.CCOC(=O)OC.CCOC(=O)OC.CCOC(=O)OC.CCOC(=O)OC",
  "symbols": ["C", "C", "C", "N", "C", "C", "C", "Cl", "C", "C", "C", "C", "C", "O", "Br", "C", "O", "N", "C", "O", "H", "H", "H", "H", "H", "H", "H", "H", "H", "H", "C", "C", "O", "C", "O", "O", "C", "H", "H", "H", "H", "H", "H", "H", "H", "C", "C", "O", "C", "O", "O", "C", "H", "H", "H", "H", "H", "H", "H", "H", "C", "C", "O", "C", "O", "O", "C", "H", "H", "H", "H", "H", "H", "H", "H", "C", "C", "O", "C", "O", "O", "C", "H", "H", "H", "H", "H", "H", "H", "H"],
  "positions_angstrom": [[5.341, -2.868, -4.046], [3.904, -2.432, -4.201], [3.612, -1.150, -4.942], [3.011, -3.186, -3.706], [1.662, -2.835, -3.814], [1.079, -2.143, -2.743], [-0.252, -1.776, -2.773], [-0.929, -0.902, -1.455], [-1.007, -2.115, -3.886], [-0.424, -2.815, -4.938], [0.904, -3.216, -4.934], [1.513, -4.026, -6.056], [1.484, -5.501, -5.696], [2.226, -6.043, -4.949], [0.068, -6.536, -6.559], [-1.473, -2.987, -5.993], [-1.345, -3.529, -7.057], [-2.635, -2.336, -5.530], [-2.433, -1.859, -4.204], [-3.281, -1.325, -3.553], [5.453, -3.887, -4.416], [6.017, -2.227, -4.608], [5.617, -2.863, -2.993], [4.532, -0.614, -5.163], [2.969, -0.491, -4.356], [3.110, -1.369, -5.888], [1.706, -1.895, -1.896], [1.007, -3.841, -6.997], [2.572, -3.783, -6.152], [-3.482, -2.869, -5.685], [1.788, 0.070, 5.448], [1.083, -1.240, 5.721], [-0.182, -1.317, 5.041], [-0.131, -1.623, 3.747], [0.850, -1.896, 3.109], [-1.381, -1.571, 3.276], [-1.499, -1.807, 1.868], [1.139, 0.910, 5.701], [2.692, 0.139, 6.052], [2.066, 0.152, 4.398], [0.830, -1.329, 6.776], [1.696, -2.097, 5.443], [-1.023, -2.744, 1.591], [-1.051, -0.985, 1.315], [-2.564, -1.855, 1.658], [-0.887, -0.733, -8.438], [-1.427, -0.241, -9.762], [-1.968, 1.088, -9.663], [-1.070, 2.068, -9.643], [0.126, 1.943, -9.722], [-1.721, 3.225, -9.516], [-0.875, 4.375, -9.431], [-1.657, -0.659, -7.669], [-0.568, -1.769, -8.521], [-0.034, -0.128, -8.125], [-2.264, -0.855, -10.087], [-0.665, -0.266, -10.540], [-0.183, 4.409, -10.269], [-0.319, 4.368, -8.496], [-1.540, 5.233, -9.460], [-2.965, 1.445, 3.568], [-3.335, 0.464, 4.658], [-3.147, 1.035, 5.966], [-4.073, 1.889, 6.384], [-5.075, 2.215, 5.806], [-3.679, 2.339, 7.580], [-4.519, 3.342, 8.157], [-1.948, 1.812, 3.720], [-3.018, 0.957, 2.594], [-3.639, 2.301, 3.560], [-2.670, -0.391, 4.631], [-4.361, 0.113, 4.549], [-5.551, 3.002, 8.204], [-4.460, 4.263, 7.579], [-4.136, 3.510, 9.159], [-0.475, 2.857, 8.235], [0.588, 1.981, 8.857], [1.911, 2.318, 8.398], [2.456, 3.391, 8.964], [1.965, 4.068, 9.829], [3.650, 3.594, 8.405], [4.338, 4.751, 8.885], [-0.405, 2.824, 7.147], [-1.462, 2.507, 8.524], [-0.363, 3.893, 8.553], [0.453, 0.944, 8.554], [0.561, 2.024, 9.945], [4.414, 4.734, 9.970], [3.823, 5.657, 8.568], [5.328, 4.714, 8.441]]
}



[2]
{
  "formula": "C5H9N3O2",
  "method": "ωB97M-V with the def2-TZVPD basis set",
  "spin_multiplicity": 1,
  "relative_energy_kj_mol": 812.7,
  "orbital_gap_ev": [7.926, 7.098],
  "symbols": ["C", "C", "C", "C", "C", "N", "N", "N", "O", "O", "H", "H", "H", "H", "H", "H", "H", "H", "H"],
  "positions_angstrom": [[0.539, 1.322, -0.317], [-0.174, -1.000, -0.926], [0.218, 0.882, 1.175], [-0.459, -1.268, 0.646], [-0.144, 0.445, -1.254], [-0.891, 0.001, 1.224], [-1.974, 0.447, 0.423], [-3.085, -0.199, 0.615], [-3.915, -0.217, -0.238], [-3.187, -0.718, 1.747], [0.094, 2.242, -0.588], [1.635, 1.310, -0.298], [0.814, -1.359, -1.000], [-0.897, -1.651, -1.413], [0.983, 0.333, 1.705], [-0.109, 1.803, 1.664], [-1.324, -1.921, 0.635], [0.378, -1.390, 1.293], [-0.875, 1.025, -1.949]]
}



[3]
{
  "formula": "CH6NO2PS2",
  "method": "ωB97M-V with the def2-TZVPD basis set",
  "spin_multiplicity": 1,
  "relative_energy_kj_mol": 238.8,
  "orbital_gap_ev": 8.877,
  "smiles": "COP(S)S[NH2+][O-]",
  "symbols": ["C", "N", "O", "O", "P", "S", "S", "H", "H", "H", "H", "H", "H"],
  "positions_angstrom": [[0.397, 1.935, 0.440], [1.401, -1.680, -0.152], [-0.910, 1.266, 0.462], [2.051, -0.575, -0.377], [-1.146, 0.049, -0.543], [-0.293, -1.587, 0.700], [-3.229, -0.185, -0.083], [1.138, 1.571, -0.386], [0.801, 1.688, 1.487], [0.266, 2.934, 0.449], [1.331, -1.984, -1.131], [1.715, -2.455, 0.371], [-3.522, -0.977, -1.236]]
}



[4]
{
  "formula": "C2H4N2O3",
  "method": "ωB97M-V with the def2-TZVPD basis set",
  "spin_multiplicity": 1,
  "relative_energy_kj_mol": 740.1,
  "orbital_gap_ev": 10.671,
  "smiles": "O=C1NOCON1",
  "symbols": ["C", "C", "H", "H", "H", "H", "N", "N", "O", "O", "O"],
  "positions_angstrom": [[0.378, -0.062, -1.132], [-0.236, 0.324, 1.291], [-1.287, 0.343, -1.589], [-0.818, -0.090, 2.245], [0.028, 1.599, 1.253], [1.644, -1.532, -0.363], [-0.497, 0.983, -0.866], [1.029, -0.654, -0.116], [0.432, -0.476, -2.247], [-1.242, 0.294, 0.296], [0.567, -0.730, 1.227]]
}



[5]
{
  "formula": "C5H11FIO3P",
  "method": "ωB97M-V with the def2-TZVPD basis set",
  "spin_multiplicity": 1,
  "orbital_gap_ev": 9.258,
  "symbols": ["C", "C", "C", "C", "C", "O", "O", "O", "F", "P", "I", "H", "H", "H", "H", "H", "H", "H", "H", "H", "H", "H"],
  "positions_angstrom": [[-0.202, 2.603, -1.774], [1.461, -2.805, -0.852], [-1.177, 1.956, -0.735], [0.421, -1.971, -0.012], [-0.713, -0.017, 2.351], [1.243, 1.574, 1.333], [-0.810, 0.684, -0.218], [1.040, -0.723, 0.440], [-1.592, 0.874, 2.901], [0.293, 0.560, 0.953], [0.463, -1.016, 3.840], [-0.243, 1.884, -2.584], [-0.563, 3.639, -1.833], [0.681, 2.700, -1.263], [2.575, -2.636, -0.446], [1.183, -3.810, -0.792], [1.598, -2.651, -1.881], [-2.239, 1.749, -1.159], [-1.381, 2.719, 0.166], [0.129, -2.728, 0.872], [-0.380, -1.593, -0.689], [-1.788, -0.993, 1.383]]
}



[6]
{
  "formula": "C24H28N4O",
  "method": "ωB97M-V with the def2-TZVPD basis set",
  "spin_multiplicity": 1,
  "relative_energy_kj_mol": 2165.9,
  "orbital_gap_ev": 8.228,
  "symbols": ["O", "C", "N", "C", "C", "C", "N", "N", "C", "C", "C", "N", "C", "C", "H", "H", "H", "H", "C", "C", "H", "H", "C", "C", "C", "C", "C", "C", "C", "H", "H", "H", "H", "H", "H", "H", "H", "H", "H", "H", "H", "H", "H", "H", "H", "H", "C", "C", "C", "C", "C", "C", "H", "H", "H", "H", "H"],
  "positions_angstrom": [[-2.325, -1.342, -1.817], [-2.031, -1.836, -0.811], [-2.925, -1.645, 0.189], [-4.221, -1.031, 0.140], [-5.550, -1.639, -0.058], [-6.415, -0.394, 0.192], [-5.694, 0.641, 0.406], [-4.363, 0.376, 0.139], [-3.356, 1.389, 0.220], [-2.726, 1.619, -1.097], [-1.663, 2.853, -0.999], [-0.680, 2.214, -0.255], [-1.046, 1.862, 1.092], [-2.145, 1.073, 1.302], [-1.728, 0.027, 0.831], [-2.616, 0.854, 2.410], [-0.216, 1.590, 1.920], [-1.498, 2.965, 1.632], [0.843, 2.825, -0.342], [1.780, 1.705, 0.106], [1.745, 1.353, 0.947], [1.444, 0.873, -0.451], [3.216, 2.244, -0.315], [4.122, 1.041, -0.022], [4.359, 0.232, -1.456], [5.283, -1.003, -1.051], [5.884, -1.384, 0.153], [5.744, -0.117, 1.143], [4.787, 0.771, 1.111], [4.774, 1.484, 1.871], [6.244, -0.295, 2.060], [6.498, -2.072, 0.165], [5.358, -1.700, -1.822], [3.815, 0.066, -2.172], [3.470, 2.902, 0.273], [3.275, 2.674, -1.370], [0.881, 3.085, -1.475], [0.872, 3.600, 0.663], [-1.209, 2.832, -2.003], [-2.085, 3.764, -0.566], [-2.341, 0.666, -1.394], [-3.708, 2.149, -1.460], [-3.906, 2.216, 0.728], [-7.477, -0.360, 0.136], [-6.000, -2.419, -0.056], [-2.725, -2.284, 1.067], [-0.824, -2.601, -0.377], [0.407, -2.046, -0.817], [1.525, -2.335, -0.589], [1.416, -3.501, 0.350], [0.400, -4.129, 0.664], [-0.828, -3.596, 0.312], [-1.576, -4.070, 0.577], [0.480, -5.160, 1.410], [2.618, -4.050, 0.704], [2.456, -1.855, -0.594], [0.186, -1.079, -1.545]]
}



[7]
{
  "formula": "C22H44N3OP2Tb",
  "method": "ωB97M-V with the def2-TZVPD basis set",
  "spin_multiplicity": 7,
  "relative_energy_kj_mol": 143.9,
  "s2": 12.708,
  "orbital_gap_ev": [7.776, 8.035],
  "charge": 2,
  "symbols": ["Tb", "P", "P", "N", "C", "H", "H", "C", "H", "H", "C", "H", "H", "C", "H", "H", "C", "C", "H", "H", "H", "C", "C", "H", "H", "H", "C", "C", "H", "H", "H", "C", "C", "H", "H", "H", "C", "C", "H", "H", "H", "C", "H", "H", "H", "C", "H", "H", "H", "C", "H", "H", "H", "H", "H", "H", "H", "O", "H", "H", "N", "C", "C", "C", "N", "C", "C", "H", "H", "H", "H", "H", "H"],
  "positions_angstrom": [[0.245, 1.718, 0.035], [1.888, 1.430, -2.140], [-1.373, -1.936, 1.577], [-0.777, 0.550, -1.460], [0.610, 1.265, -3.461], [0.434, 2.251, -3.918], [1.030, 0.588, -4.223], [-0.718, 0.678, -2.928], [-1.554, 1.303, -3.299], [-0.869, -0.319, -3.383], [-1.307, -0.741, -1.032], [-0.491, -1.491, -1.073], [-2.063, -1.090, -1.763], [-1.998, -0.739, 0.349], [-3.062, -0.995, 0.199], [-1.981, 0.266, 0.812], [-2.655, -1.920, 2.871], [-2.922, -0.492, 3.383], [-3.405, 0.139, 2.627], [-1.997, 0.002, 3.708], [-3.603, -0.541, 4.243], [-1.118, -3.531, 0.768], [-0.216, -4.500, 1.549], [-0.167, -5.441, 0.987], [-0.614, -4.730, 2.546], [0.807, -4.113, 1.643], [3.569, 1.112, -2.755], [4.657, 1.648, -1.807], [5.607, 1.163, -2.065], [4.444, 1.410, -0.758], [4.807, 2.733, -1.906], [1.705, 3.257, -1.682], [2.335, 3.610, -0.316], [2.066, 4.648, -0.079], [3.430, 3.548, -0.377], [2.035, 3.007, 0.581], [0.147, -1.335, 2.391], [-2.466, -4.158, 0.383], [-3.009, -3.548, -0.351], [-2.274, -5.131, -0.087], [-3.110, -4.327, 1.258], [3.781, 1.543, -4.208], [4.745, 1.145, -4.544], [3.014, 1.143, -4.878], [3.825, 2.633, -4.322], [2.233, 4.169, -2.799], [1.945, 5.203, -2.564], [3.330, 4.147, -2.862], [1.797, 3.935, -3.779], [-2.357, -2.890, 4.018], [-1.453, -2.594, 4.567], [-3.208, -2.868, 4.715], [-2.257, -3.927, 3.679], [-3.558, -2.269, 2.340], [0.603, 3.423, -1.629], [-0.588, -3.264, -0.163], [3.618, 0.005, -2.720], [0.497, -0.098, 1.961], [0.975, -2.077, 2.419], [0.356, -1.961, 3.419], [-4.824, 5.112, 1.842], [-3.796, 4.280, 1.527], [-3.795, 3.587, 0.300], [-2.718, 2.771, -0.011], [-1.665, 2.638, 0.862], [-1.683, 3.261, 2.083], [-2.722, 4.116, 2.440], [-5.599, 5.250, 1.217], [-4.845, 5.632, 2.710], [-4.617, 3.690, -0.407], [-2.637, 2.198, -0.935], [-0.834, 3.059, 2.743], [-2.704, 4.644, 3.387]]
}



[8]
{
  "formula": "C48H77AsBaF3N7O2S2Si4",
  "method": "ωB97M-V with the def2-TZVPD basis set",
  "spin_multiplicity": 1,
  "relative_energy_kj_mol": 129.9,
  "orbital_gap_ev": 6.015,
  "charge": -2,
  "symbols": ["Ba", "C", "N", "C", "C", "C", "N", "C", "C", "H", "H", "H", "H", "H", "H", "H", "H", "H", "H", "H", "H", "H", "H", "H", "H", "C", "C", "C", "C", "C", "C", "C", "N", "C", "N", "C", "C", "C", "C", "C", "C", "C", "N", "C", "C", "C", "C", "C", "C", "C", "H", "H", "H", "H", "H", "H", "H", "H", "H", "H", "H", "H", "H", "H", "H", "H", "H", "H", "H", "H", "H", "H", "C", "Si", "C", "C", "C", "C", "C", "C", "N", "C", "S", "H", "H", "H", "H", "H", "H", "H", "H", "H", "H", "H", "H", "C", "Si", "C", "C", "As", "Si", "C", "C", "C", "Si", "C", "C", "C", "H", "H", "H", "H", "H", "H", "H", "H", "H", "H", "H", "H", "H", "H", "H", "H", "H", "H", "H", "H", "H", "H", "H", "H", "H", "H", "H", "S", "C", "N", "F", "C", "F", "F", "C", "O", "O"],
  "positions_angstrom": [[-0.553, -0.002, 0.923], [0.064, -2.941, -2.649], [0.901, -1.984, -1.949], [1.842, -2.689, -1.107], [1.570, -1.104, -2.892], [2.356, 0.041, -2.257], [1.572, 1.052, -1.559], [0.798, 1.867, -2.477], [2.435, 1.898, -0.755], [0.663, -3.587, -3.320], [-0.680, -2.414, -3.238], [-0.447, -3.575, -1.924], [2.615, -3.214, -1.708], [1.308, -3.420, -0.503], [2.327, -2.010, -0.415], [0.817, -0.716, -3.579], [2.294, -1.690, -3.495], [2.948, 0.530, -3.055], [3.071, -0.379, -1.549], [1.452, 2.382, -3.208], [0.245, 2.618, -1.914], [0.064, 1.263, -3.004], [3.140, 2.483, -1.374], [3.015, 1.292, -0.061], [1.830, 2.599, -0.175], [7.041, -3.369, 3.766], [6.323, -4.286, 2.817], [6.944, -5.409, 2.290], [6.295, -6.253, 1.399], [4.997, -5.953, 1.018], [4.353, -4.835, 1.523], [5.000, -4.002, 2.438], [4.381, -2.882, 2.999], [3.147, -2.364, 2.482], [2.137, -3.190, 2.840], [0.775, -3.463, 2.453], [-0.039, -2.592, 1.719], [-1.338, -3.089, 1.511], [-1.817, -4.299, 1.993], [-0.963, -5.109, 2.718], [0.346, -4.710, 2.954], [1.247, -5.628, 3.748], [3.124, -1.253, 1.845], [4.394, -0.726, 1.506], [5.192, -1.353, 0.545], [6.415, -0.821, 0.166], [6.873, 0.346, 0.759], [6.095, 0.959, 1.731], [4.860, 0.448, 2.117], [4.029, 1.127, 3.161], [8.037, -3.750, 3.990], [6.493, -3.262, 4.706], [7.157, -2.366, 3.341], [7.964, -5.623, 2.590], [6.802, -7.123, 1.002], [4.473, -6.588, 0.315], [3.348, -4.598, 1.196], [5.022, -2.141, 3.242], [2.497, -3.882, 3.475], [-2.059, -2.499, 0.936], [-2.843, -4.600, 1.812], [-1.311, -6.054, 3.124], [0.701, -6.525, 4.039], [1.609, -5.161, 4.671], [2.124, -5.949, 3.175], [4.838, -2.269, 0.092], [7.000, -1.317, -0.599], [7.821, 0.778, 0.465], [6.446, 1.868, 2.208], [4.396, 2.134, 3.364], [4.024, 0.574, 4.104], [2.990, 1.186, 2.843], [-4.655, 0.776, -6.018], [-4.279, -1.025, -5.628], [-5.786, -1.961, -6.326], [-2.843, -1.678, -6.651], [-4.235, -1.473, -3.816], [-5.142, -2.328, -3.217], [-5.076, -2.569, -1.849], [-4.073, -1.937, -1.137], [-3.154, -1.133, -1.675], [-3.228, -0.882, -3.001], [-2.124, 0.217, -3.758], [-5.229, 0.855, -6.946], [-3.739, 1.358, -6.103], [-5.244, 1.214, -5.210], [-5.902, -1.735, -7.390], [-6.713, -1.673, -5.822], [-5.676, -3.045, -6.228], [-3.151, -1.808, -7.693], [-2.521, -2.649, -6.267], [-1.988, -1.004, -6.608], [-5.918, -2.800, -3.811], [-5.784, -3.213, -1.346], [-4.008, -2.067, -0.063], [-3.846, 5.519, 2.213], [-3.237, 3.747, 1.981], [-2.379, 3.291, 3.574], [-4.789, 2.731, 1.714], [-1.699, 3.349, 0.215], [-0.230, 5.181, 0.456], [0.665, 5.566, -1.158], [1.061, 4.662, 1.723], [-0.897, 6.856, 1.012], [-3.058, 3.903, -1.642], [-4.027, 5.510, -1.437], [-4.271, 2.505, -1.860], [-2.023, 4.049, -3.199], [-4.572, 5.501, 3.033], [-4.340, 5.925, 1.331], [-3.045, 6.199, 2.493], [-3.101, 3.242, 4.394], [-1.611, 4.024, 3.833], [-1.888, 2.323, 3.494], [-5.267, 2.554, 2.681], [-4.580, 1.759, 1.267], [-5.497, 3.259, 1.070], [1.019, 4.674, -1.674], [1.534, 6.187, -0.924], [0.027, 6.120, -1.849], [1.111, 3.578, 1.833], [0.826, 5.062, 2.713], [2.052, 5.026, 1.437], [-1.804, 7.152, 0.484], [-0.125, 7.606, 0.815], [-1.111, 6.866, 2.081], [-4.860, 5.373, -0.745], [-4.437, 5.810, -2.405], [-3.409, 6.327, -1.059], [-4.844, 2.308, -0.955], [-3.720, 1.597, -2.116], [-4.967, 2.719, -2.676], [-1.098, 4.606, -3.055], [-2.606, 4.544, -3.980], [-1.772, 3.042, -3.544], [1.206, 1.820, 5.455], [0.707, 1.547, 3.923], [0.400, 1.372, 2.806], [-4.282, 0.401, 4.513], [-3.381, -0.447, 3.953], [-2.177, -0.100, 4.419], [-3.655, -1.672, 4.425], [-3.495, -0.379, 2.398], [-4.429, -0.992, 1.915], [-2.603, 0.332, 1.839]]
}